Record 1
The following is a quantum chemistry calculation of a molecular structure, C27H51BeN2O3S2Si4, from the OMol25 dataset.

Calculated values
Strongest force on any atom = 0.61 eV/A
Net charge = +1
HOMO energy = -9.699 eV
LUMO = -0.081 Ha
E_tot = -91532.3202 eV

Positions of all 90 atoms, in Å:
1 H 2.542 -1.581 2.668
2 Si -0.709 -0.382 1.509
3 H 3.459 1.452 3.511
4 H -1.153 -2.293 4.654
5 H 0.004 4.646 1.192
6 C -3.461 0.593 -0.221
7 C 2.201 1.988 -3.598
8 C 0.579 -3.725 1.370
9 H -0.139 -3.594 -2.261
10 H -1.987 -3.237 3.406
11 H 1.665 3.939 -2.772
12 Si -1.723 0.668 3.346
13 H -1.395 3.006 2.518
14 H 0.338 1.436 4.548
15 Be 0.668 0.931 0.234
16 H 4.663 -2.885 -1.242
17 H 2.168 -2.801 3.901
18 H 4.174 1.224 -2.044
19 C -2.242 2.430 2.907
20 C 0.912 -3.438 -2.048
21 H 2.208 0.764 2.475
22 H 0.733 -4.636 1.960
23 H 2.496 3.537 3.314
24 C -3.818 -2.124 1.124
25 C 1.782 -1.908 3.395
26 H -4.203 -1.694 2.056
27 Si 0.152 -2.304 2.527
28 C 2.681 -2.032 -1.293
29 H -2.740 1.305 -0.649
30 H -3.932 1.081 0.642
31 O 2.133 0.256 -0.082
32 H 4.372 -0.389 -2.732
33 H 1.493 -5.421 -2.627
34 C -1.000 -3.004 3.830
35 C -2.378 0.972 -4.779
36 H 3.621 1.543 1.748
37 C 3.179 -4.269 -1.970
38 H -3.522 0.275 4.993
39 H -3.059 -1.894 -1.987
40 H 2.203 2.775 -1.561
41 S -0.062 2.596 -1.931
42 C -1.650 1.156 -3.609
43 C 3.646 0.296 -2.290
44 H -2.629 2.948 3.795
45 H -1.855 -2.910 -1.169
46 H -4.241 0.404 -0.968
47 H 1.503 -3.521 0.815
48 H 3.147 2.433 -3.923
49 C 1.832 -4.460 -2.257
50 C -0.551 0.857 4.812
51 H 1.542 2.012 -4.463
52 C 2.917 1.578 2.578
53 O 0.987 2.470 0.767
54 H 0.908 5.030 2.590
55 Si -2.584 -1.000 0.277
56 H 0.609 -1.427 -1.331
57 H 1.528 0.133 -2.732
58 H 1.671 -1.118 4.149
59 H -0.408 4.269 -4.259
60 N 2.215 2.863 2.626
61 C 1.329 3.230 1.709
62 H -3.027 2.443 2.139
63 C -2.170 -1.871 -1.346
64 C 3.613 -3.046 -1.482
65 H -3.132 -1.238 4.152
66 H -2.943 0.058 -4.916
67 H -1.642 0.402 -2.830
68 H -3.353 -3.089 1.372
69 O -0.058 1.197 -1.266
70 H -4.668 -2.320 0.459
71 H -1.065 1.380 5.627
72 H 2.566 -0.062 -4.112
73 H -1.693 3.911 -6.332
74 C -3.265 -0.157 4.020
75 H -2.951 1.808 -6.670
76 C -0.952 3.338 -4.409
77 C -2.385 1.956 -5.758
78 H -4.118 -0.006 3.346
79 C 2.429 0.520 -3.202
80 H -0.215 -0.115 5.197
81 N 0.823 4.481 1.752
82 C -0.936 2.332 -3.449
83 C 1.643 2.882 -2.496
84 C -1.677 3.140 -5.571
85 H -0.583 -3.926 4.250
86 S 3.298 -0.484 -0.696
87 H -1.363 -1.366 -1.899
88 H -0.213 -3.929 0.636
89 H 3.889 -5.076 -2.115
90 C 1.330 -2.212 -1.550

---

Record 2
The following is a quantum chemistry calculation of C4H8O4 in the gas phase, from the OMol25 dataset.

Calculated values
Strongest force on any atom = 5.52 eV/A
Energy above the lowest of the compared OMol25 structures with the same formula, charge and spin = 5.475 eV
Net charge = 0
HOMO energy = -10.184 eV
LUMO = 0.019 Ha
E_tot = -12463.6845 eV

Positions of all 16 atoms, in Å:
1 H 0.500 1.888 0.348
2 H -1.845 0.889 0.843
3 H -0.999 0.707 -1.627
4 C 0.269 -1.180 -0.156
5 O -0.982 1.383 -0.914
6 C 1.098 -0.064 -0.604
7 C 0.126 0.992 -0.046
8 O -1.611 -0.185 1.063
9 H 0.219 -0.301 1.967
10 C -0.222 -0.142 0.995
11 H -1.757 -1.023 -0.445
12 H 1.330 -0.039 -1.670
13 O 2.299 0.043 0.140
14 H 2.005 0.484 1.188
15 O -0.913 -1.228 -1.105
16 H 0.483 -2.225 0.023

---

Record 3
The following is a quantum chemistry calculation of a gas-phase ion, C2H5Cl3N3 (charge +1), from the OMol25 dataset.

Calculated values
Strongest force on any atom = 4.26 eV/A
Energy above the lowest of the compared OMol25 structures with the same formula, charge and spin = 0.369 eV
Net charge = +1
HOMO energy = -14.383 eV
LUMO = -0.146 Ha
E_tot = -44183.8213 eV

Positions of all 13 atoms, in Å:
1 N 0.461 1.514 1.272
2 C 0.215 2.534 2.305
3 C -0.172 0.332 0.886
4 H 0.401 -1.058 -0.908
5 H -0.005 0.474 -1.443
6 N -0.809 -0.475 1.505
7 Cl 1.445 3.734 2.035
8 Cl 0.381 1.658 3.842
9 H 1.473 0.342 -0.596
10 H -1.202 -1.398 1.561
11 N 0.511 -0.090 -0.643
12 H 1.356 1.592 0.889
13 Cl -1.434 3.057 2.141

---

Record 4
The following is a quantum chemistry calculation of 2 unconnected molecules or ions with the total composition C3H5N2, from the OMol25 dataset.

Calculated values
Strongest force on any atom = 6.72 eV/A
Energy above the lowest of the compared OMol25 structures with the same formula, charge and spin = 4.088 eV
Net charge = +1
HOMO energy = -15.277 eV
LUMO = -0.148 Ha
E_tot = -6161.8046 eV

Positions of all 10 atoms, in Å:
1 C -0.672 -1.133 1.788
2 H -0.150 -0.490 0.569
3 H -0.499 -2.397 3.542
4 H -0.764 1.801 -2.616
5 N 0.539 -0.253 -0.399
6 C 0.474 0.699 -1.232
7 C 0.123 1.722 -1.905
8 H 0.334 2.846 -1.764
9 N -0.585 -1.783 2.689
10 H 1.200 -1.011 -0.671

---

Which of these has the highest LUMO? C4H8O4

---

Among the records above, which one has the lowest HOMO energy? C3H5N2